Entry 1:
Entry from the OMol25 dataset: C4H5Li2O7 as an isolated structure in a non-equilibrium geometry (ωB97M-V with the def2-TZVPD basis set).

The calculation puts the largest force on an atom at 7.5 eV/Å. As for the total energy: -18973.4693 eV. As for the charge: -1. As for the multiplicity: 1.

CARTESIAN COORDINATES (ANGSTROEM)
O (-1.076, 3.810, -1.742)
C (-1.259, 2.567, -1.788)
O (-1.645, 1.925, -2.794)
O (-0.925, 1.898, -0.659)
C (-0.587, 0.517, -0.757)
O (0.593, -1.178, 0.357)
C (1.031, -2.183, 1.642)
C (0.116, 0.116, 0.530)
O (1.041, -1.446, 2.734)
O (2.228, -2.571, 1.235)
Li (-1.556, 3.292, -3.288)
Li (2.787, -1.006, 2.139)
H (0.073, 0.342, -1.618)
H (-1.499, -0.082, -0.897)
H (0.936, 0.831, 0.717)
H (-0.588, 0.262, 1.373)
O (0.143, -3.291, 1.815)
H (0.187, -3.804, 1.002)

Löwdin population analysis, charges in e, atoms 1 to 4: number 1, O, carries -0.06; number 2, C, carries -0.78; number 3, O, carries -0.08; number 4, O, carries 0.01

***

Entry 2:
Entry from the OMol25 dataset: a 2-piece molecular cluster, Cl2O3 overall in a non-equilibrium geometry (ωB97M-V with the def2-TZVPD basis set).

The calculation puts the largest force on an atom at 2.3 eV/Å. As for the total energy: -31177.2791 eV. As for the charge: 0. As for the multiplicity: 1.

CARTESIAN COORDINATES (ANGSTROEM)
O (-0.574, 0.225, -0.309)
O (1.462, 0.582, 0.231)
O (-0.989, -0.960, -0.535)
Cl (1.569, 2.141, -0.102)
Cl (-1.467, -1.989, 0.715)

Löwdin population analysis, charges in e, atoms 1 to 4: number 1, O, carries -0.11; number 2, O, carries -0.66; number 3, O, carries -0.57; number 4, Cl, carries 0.64

***

Entry 3:
Entry from the OMol25 dataset: a single C6H11NO2 molecule in a non-equilibrium geometry (ωB97M-V with the def2-TZVPD basis set).

The calculation puts the largest force on an atom at 5.4 eV/Å. As for the total energy: -11984.0912 eV. As for the charge: 0. As for the multiplicity: 1. As for the SMILES: C/C(O)=C(/C)CC(N)=O.

CARTESIAN COORDINATES (ANGSTROEM)
C (-0.972, -1.501, -1.252)
C (-0.852, -0.656, -0.019)
O (-1.477, -1.175, 1.111)
C (-0.497, 0.674, 0.019)
C (-0.788, 1.531, 1.224)
C (0.522, 1.204, -0.898)
C (1.580, -0.061, -0.436)
N (2.086, 0.000, 0.848)
O (2.146, -0.652, -1.344)
H (-0.426, -2.440, -1.110)
H (-2.024, -1.723, -1.460)
H (-0.543, -1.020, -2.131)
H (-1.763, -2.082, 0.924)
H (-1.412, 2.370, 0.898)
H (0.124, 1.955, 1.650)
H (-1.322, 1.004, 2.015)
H (0.329, 1.023, -1.954)
H (0.890, 2.196, -0.643)
H (1.437, -0.148, 1.610)
H (2.961, -0.499, 0.951)

Löwdin population analysis, charges in e, atoms 1 to 4: number 1, C, carries -0.02; number 2, C, carries -0.35; number 3, O, carries 0.01; number 4, C, carries -0.30

***

Entry 4:
Entry from the OMol25 dataset: C33H33BrN4O2PdSi as an isolated structure in a non-equilibrium geometry (ωB97M-V with the def2-TZVPD basis set).

The calculation puts the largest force on an atom at 1.1 eV/Å. As for the total energy: -126213.4910 eV. As for the charge: -2. As for the multiplicity: 1.

CARTESIAN COORDINATES (ANGSTROEM)
Pd (-1.104, -0.860, 0.167)
N (-4.045, -2.723, 1.488)
C (-2.901, -3.173, 2.153)
C (-3.023, -4.362, 2.900)
C (-1.935, -4.826, 3.591)
C (-0.763, -4.103, 3.530)
C (-0.745, -2.964, 2.737)
N (-1.786, -2.509, 2.052)
C (-4.354, -1.576, 0.746)
C (-5.605, -1.571, 0.115)
C (-6.004, -0.451, -0.582)
C (-5.157, 0.633, -0.642)
C (-3.936, 0.525, -0.008)
N (-3.538, -0.551, 0.688)
H (-4.790, -3.389, 1.503)
H (-3.968, -4.896, 2.925)
H (-2.000, -5.739, 4.170)
H (0.124, -4.412, 4.067)
H (0.161, -2.376, 2.626)
H (-6.240, -2.449, 0.169)
H (-6.964, -0.429, -1.083)
H (-5.416, 1.530, -1.189)
H (-3.221, 1.333, -0.053)
C (3.989, 1.781, 0.681)
C (3.192, 2.616, -0.278)
C (3.827, 3.407, -1.232)
C (3.109, 4.187, -2.133)
C (1.717, 4.197, -2.041)
C (1.044, 3.437, -1.092)
C (-0.457, 3.470, -0.988)
C (1.766, 2.579, -0.197)
N (1.100, 1.845, 0.719)
H (5.054, 2.033, 0.627)
H (3.874, 0.713, 0.475)
H (3.629, 1.925, 1.707)
H (4.915, 3.407, -1.276)
H (3.622, 4.763, -2.898)
H (1.139, 4.817, -2.724)
H (-0.872, 4.323, -1.538)
H (-0.753, 3.524, 0.066)
H (-0.904, 2.547, -1.380)
Br (3.848, 1.766, -5.368)
C (2.090, 1.435, -4.685)
C (1.943, 0.977, -3.390)
C (0.655, 0.742, -2.908)
C (-0.456, 0.955, -3.708)
C (-0.274, 1.415, -5.006)
C (1.000, 1.660, -5.509)
C (-1.866, 0.701, -3.179)
O (-2.800, 0.882, -4.003)
O (-1.951, 0.343, -1.974)
H (2.807, 0.824, -2.757)
H (0.499, 0.395, -1.891)
H (-1.157, 1.580, -5.611)
H (1.146, 2.022, -6.518)
C (-0.727, 0.815, 2.644)
Si (0.516, 0.413, 1.247)
C (0.057, -2.245, -0.856)
C (1.905, -0.660, 2.037)
C (2.347, -0.421, 3.347)
C (3.451, -1.085, 3.883)
C (4.135, -2.025, 3.118)
C (3.705, -2.290, 1.819)
C (2.612, -1.609, 1.289)
H (-0.643, 0.118, 3.495)
H (-1.751, 0.745, 2.268)
H (-0.550, 1.842, 2.991)
H (0.188, -3.151, -0.251)
H (1.023, -1.968, -1.286)
H (-0.632, -2.450, -1.683)
H (1.816, 0.307, 3.961)
H (3.780, -0.870, 4.896)
H (5.001, -2.538, 3.523)
H (4.224, -3.034, 1.221)
H (2.281, -1.822, 0.275)

Löwdin population analysis, charges in e, atoms 1 to 4: number 1, Pd, carries 0.48; number 2, N, carries 0.12; number 3, C, carries -0.31; number 4, C, carries -0.04

***

- Among the records above, which one has the highest largest force on an atom?
  C4H5Li2O7